i | Below is an isolated molecule of C4H5F2NO, with properties calculated with the ωB97M-V functional and the def2-TZVPD basis.

Geometry as ORCA input:
```
! RIJCOSX wB97M-V def2-TZVPD def2/J DEFGRID3
* xyz 0 1
F 1.880 0.851 -0.704
C 1.437 -0.316 -0.227
F 2.113 -0.523 0.914
C -0.033 -0.193 0.001
N -0.769 -1.167 -0.359
O -2.104 -0.733 -0.257
C -2.134 0.583 0.348
C -0.750 1.134 0.215
H 1.604 -1.142 -0.936
H -2.484 0.403 1.376
H -2.937 1.095 -0.168
H -0.363 1.763 1.076
H -0.653 1.718 -0.691
*
```

Calculated values
* HOMO energy: -0.3622 Ha
* LUMO energy: 0.9 eV
* SMILES string: FC(F)C1=NOCC1


ii | Below is an isolated molecule of C4H5F2NO, with properties calculated with the ωB97M-V functional and the def2-TZVPD basis.

Geometry as ORCA input:
```
! RIJCOSX wB97M-V def2-TZVPD def2/J DEFGRID3
* xyz 0 1
N 0.348 -0.993 1.542
C 0.019 -0.421 0.326
C 1.273 -0.582 -0.606
F 0.757 -0.215 -1.791
C -0.890 0.555 0.113
F -1.563 0.810 1.363
C -1.166 1.497 -1.020
O -1.848 2.495 -0.657
H -0.457 -0.826 2.188
H 0.325 -2.005 1.398
H 1.542 -1.568 -0.741
H 2.132 0.077 -0.306
H -0.473 1.177 -1.809
*
```

Calculated values
* HOMO energy: -0.3432 Ha
* LUMO energy: -0.1 eV
* SMILES string: N/C(CF)=C(\F)C=O


Tell me which of them is the most stable. Sure, it is i.


i | Below is an isolated ion of composition C3H6N3 and charge +1, with properties calculated with the ωB97M-V functional and the def2-TZVPD basis.

Geometry as ORCA input:
```
! RIJCOSX wB97M-V def2-TZVPD def2/J DEFGRID3
* xyz 1 1
C -1.653 0.254 0.007
N -0.241 0.015 0.163
C 0.460 -0.986 -0.337
C 1.784 -0.636 -0.214
N 1.865 0.503 0.400
N 0.671 0.950 0.581
H -1.673 1.412 0.335
H -2.034 0.031 -1.112
H -2.200 -0.340 0.656
H -0.007 -1.953 -0.700
H 2.660 -1.109 -0.626
H 0.367 1.860 0.847
*
```

Calculated values
* HOMO energy: -0.5936 Ha
* LUMO energy: -4.7 eV
* SMILES string: C[n+]1ccn[nH]1


ii | Below is an isolated ion of composition C3H6N3 and charge +1, with properties calculated with the ωB97M-V functional and the def2-TZVPD basis.

Geometry as ORCA input:
```
! RIJCOSX wB97M-V def2-TZVPD def2/J DEFGRID3
* xyz 1 1
H -0.211 1.406 1.871
N -0.154 0.534 1.230
N 0.295 0.646 0.086
C 0.392 1.741 -0.825
N 0.698 -0.509 -0.489
C 0.029 -1.481 -0.085
C -0.646 -2.511 0.338
H -0.340 1.923 -1.595
H 0.305 2.670 -0.292
H 1.391 1.749 -1.326
H -1.241 -3.141 -0.209
H -0.520 -3.028 1.296
*
```

Calculated values
* HOMO energy (spin up / spin down): -0.5541 / -0.5541 Ha
* LUMO energy (spin up / spin down): -6.3 / -6.3 eV
* SMILES string: [H]/N=[N+](\C)N=C=C


Tell me which of them is the most stable. Sure, it is i.


i | Below is an isolated molecule of C5H6OS, with properties calculated with the ωB97M-V functional and the def2-TZVPD basis.

Geometry as ORCA input:
```
! RIJCOSX wB97M-V def2-TZVPD def2/J DEFGRID3
* xyz 0 1
S 0.449 0.847 -3.074
C -0.210 -0.159 -2.016
C -0.090 -0.010 -0.565
C 0.542 0.929 0.115
C 0.438 0.602 1.569
O -0.468 -0.479 1.660
C -0.699 -1.024 0.361
H -0.825 -0.968 -2.387
H 1.191 1.681 -0.330
H 0.101 1.407 2.214
H 1.446 0.209 1.905
H -0.136 -1.965 0.317
H -1.738 -1.070 0.233
*
```

Calculated values
* HOMO energy: -0.3261 Ha
* LUMO energy: -0.8 eV
* SMILES string: S=CC1=CCOC1


ii | Below is an isolated molecule of C5H6OS, with properties calculated with the ωB97M-V functional and the def2-TZVPD basis.

Geometry as ORCA input:
```
! RIJCOSX wB97M-V def2-TZVPD def2/J DEFGRID3
* xyz 0 1
C -2.109 0.151 -0.533
C -1.144 0.994 -0.965
O -0.033 1.520 -0.344
C 0.860 0.716 0.122
C 0.799 -0.559 0.232
C 1.799 -1.253 1.016
S 3.192 -0.593 1.557
H -3.021 -0.025 -1.254
H -2.402 -0.261 0.559
H -1.182 1.490 -1.949
H 1.824 1.247 0.400
H -0.134 -1.101 0.063
H 1.551 -2.327 1.095
*
```

Calculated values
* HOMO energy: -0.3102 Ha
* LUMO energy: -0.3 eV
* SMILES string: C=CO/C=C/C=S


Tell me which of them is the most stable. Sure, it is i.


i | Below is an isolated molecule of C5H6OS, with properties calculated with the ωB97M-V functional and the def2-TZVPD basis.

Geometry as ORCA input:
```
! RIJCOSX wB97M-V def2-TZVPD def2/J DEFGRID3
* xyz 0 1
C 0.138 1.896 -0.032
C 0.313 0.371 0.024
O 1.558 -0.179 0.039
C 1.367 -1.526 0.007
C 0.064 -1.846 -0.051
C -0.634 -0.620 0.014
S -2.381 -0.555 -0.005
H -0.134 2.309 0.952
H -0.688 2.022 -0.725
H 1.037 2.382 -0.440
H 2.235 -2.132 -0.021
H -0.411 -2.886 0.013
H -2.464 0.764 0.224
*
```

Calculated values
* HOMO energy: -0.2968 Ha
* LUMO energy: 0.8 eV
* SMILES string: Cc1occc1S


ii | Below is C5H6OS as an isolated structure, with properties calculated with the ωB97M-V functional and the def2-TZVPD basis.

Geometry as ORCA input:
```
! RIJCOSX wB97M-V def2-TZVPD def2/J DEFGRID3
* xyz 0 1
C -0.280 -0.051 2.205
C 0.606 -0.200 0.378
C -0.237 -0.841 -0.462
C 1.716 0.631 -0.017
C -1.648 -1.239 -0.313
O 0.334 -1.157 -1.522
S 0.295 -0.436 3.549
H 2.625 0.163 0.310
H 1.643 1.472 0.672
H 1.671 0.821 -1.090
H -2.160 -0.369 -0.401
H -1.849 -1.983 -1.062
H -1.751 -1.647 0.737
*
```

Calculated values
* HOMO energy (spin up / spin down): -0.2911 / -0.3188 Ha
* LUMO energy (spin up / spin down): -1.3 / -1.2 eV


Tell me which of them is the most stable. Sure, it is i.


i | Below is an isolated molecule of C16H18N2O3S, with properties calculated with the ωB97M-V functional and the def2-TZVPD basis.

Geometry as ORCA input:
```
! RIJCOSX wB97M-V def2-TZVPD def2/J DEFGRID3
* xyz 0 1
C -6.353 -0.264 -1.687
C -5.128 -0.271 -0.826
C -4.373 -1.427 -0.691
C -3.240 -1.466 0.101
C -2.839 -0.314 0.757
S -1.409 -0.265 1.816
C -0.269 -1.419 0.969
C 1.177 -0.974 1.087
O 2.066 -1.777 1.289
N 1.367 0.355 0.904
C 2.578 1.098 0.900
O 2.532 2.284 0.678
N 3.674 0.379 1.171
C 5.003 0.955 1.105
C 5.828 0.285 0.057
C 6.730 -0.737 0.135
C 7.161 -0.987 -1.191
C 6.485 -0.103 -1.973
O 5.677 0.667 -1.229
C -3.586 0.849 0.637
C -4.730 0.884 -0.143
C -5.522 2.150 -0.256
H -7.233 -0.006 -1.099
H -6.260 0.475 -2.482
H -6.513 -1.240 -2.139
H -4.680 -2.325 -1.208
H -2.689 -2.388 0.205
H -0.545 -1.435 -0.087
H -0.364 -2.419 1.392
H 0.545 0.937 0.775
H 3.574 -0.623 1.303
H 5.495 0.850 2.077
H 4.875 2.015 0.867
H 7.050 -1.243 1.022
H 7.872 -1.720 -1.510
H 6.494 0.072 -3.030
H -3.264 1.734 1.166
H -6.542 1.994 0.092
H -5.573 2.478 -1.293
H -5.070 2.940 0.337
*
```

Calculated values
* HOMO energy: -0.3124 Ha
* LUMO energy: 0.7 eV
* SMILES string: Cc1ccc(SCC(=O)NC(=O)NCc2ccco2)cc1C


ii | Below is an isolated molecule of C16H18N2O3S, with properties calculated with the ωB97M-V functional and the def2-TZVPD basis.

Geometry as ORCA input:
```
! RIJCOSX wB97M-V def2-TZVPD def2/J DEFGRID3
* xyz 0 1
C -1.196 -1.616 3.152
C -0.451 -1.409 1.839
C -0.005 -2.721 1.206
O -1.228 -0.625 0.909
C -2.379 -1.099 0.440
O -2.891 -2.141 0.738
C -2.977 -0.108 -0.554
C -2.069 0.021 -1.764
O -1.732 -0.916 -2.433
C -1.651 1.437 -2.106
S -0.984 2.333 -0.670
C 0.460 1.384 -0.380
N 0.752 0.460 -1.279
C 1.819 -0.281 -1.070
C 2.669 -0.137 0.031
C 2.386 0.838 0.962
C 1.244 1.624 0.762
C 0.875 2.610 1.697
N 0.580 3.401 2.474
C 3.788 -1.127 -0.044
C 3.307 -2.132 -1.109
C 2.290 -1.371 -1.976
H -2.064 -2.252 2.998
H -0.533 -2.090 3.870
H -1.523 -0.659 3.552
H 0.422 -0.768 2.013
H 0.423 -2.529 0.225
H -0.852 -3.393 1.093
H 0.743 -3.193 1.837
H -3.938 -0.511 -0.877
H -3.111 0.857 -0.064
H -2.526 2.012 -2.412
H -0.903 1.427 -2.898
H 3.006 1.001 1.833
H 4.703 -0.622 -0.366
H 3.991 -1.603 0.916
H 2.814 -2.972 -0.619
H 4.133 -2.526 -1.699
H 2.766 -0.925 -2.853
H 1.466 -1.990 -2.328
*
```

Calculated values
* HOMO energy: -0.3202 Ha
* LUMO energy: 0.0 eV
* SMILES string: CC(C)OC(=O)CC(=O)CSc1nc2c(cc1C#N)CCC2


iii | Below is an isolated molecule of C16H18N2O3S, with properties calculated with the ωB97M-V functional and the def2-TZVPD basis.

Geometry as ORCA input:
```
! RIJCOSX wB97M-V def2-TZVPD def2/J DEFGRID3
* xyz 0 1
C 3.312 2.432 -0.936
C 4.035 1.218 -0.369
C 3.402 -0.080 -0.820
O 2.691 -0.214 -1.781
O 3.773 -1.082 -0.013
C 3.315 -2.388 -0.316
C 1.916 -2.723 0.256
O 1.585 -3.874 0.402
N 1.103 -1.672 0.388
C 1.107 -0.515 0.905
S 1.885 -0.023 2.424
C 1.122 1.542 2.311
C 0.370 1.636 1.208
N 0.374 0.514 0.420
C -0.387 0.398 -0.812
C -1.829 0.077 -0.516
C -2.814 1.047 -0.628
C -4.130 0.750 -0.320
C -4.488 -0.518 0.115
C -5.909 -0.853 0.449
C -3.495 -1.485 0.231
C -2.181 -1.195 -0.081
H 2.326 2.534 -0.489
H 3.878 3.337 -0.733
H 3.192 2.322 -2.010
H 5.069 1.199 -0.725
H 4.065 1.234 0.721
H 4.038 -3.085 0.108
H 3.255 -2.522 -1.403
H 1.285 2.274 3.073
H -0.213 2.485 0.900
H 0.079 -0.396 -1.400
H -0.300 1.342 -1.356
H -2.557 2.041 -0.969
H -4.886 1.516 -0.419
H -6.280 -1.630 -0.218
H -6.551 0.019 0.355
H -5.981 -1.231 1.468
H -3.757 -2.477 0.567
H -1.419 -1.955 0.012
*
```

Calculated values
* HOMO energy: -0.3046 Ha
* LUMO energy: 0.5 eV
* SMILES string: CCC(=O)OCC(=O)/N=c1\sccn1Cc1ccc(C)cc1


Tell me which of them is the most stable. Sure, it is i.


i | Below is a 2-piece molecular cluster, C2H5N2 overall, with properties calculated with the ωB97M-V functional and the def2-TZVPD basis.

Geometry as ORCA input:
```
! RIJCOSX wB97M-V def2-TZVPD def2/J DEFGRID3
* xyz 1 1
C -1.114 0.150 1.789
C 0.864 -0.154 -1.438
N 0.838 0.598 -0.368
N -0.079 -0.252 1.316
H -1.807 0.939 1.504
H -1.420 -0.397 2.697
H 0.480 0.510 -2.257
H 0.323 -1.112 -1.447
H 1.916 -0.280 -1.796
*
```

Calculated values
* HOMO energy (spin up / spin down): -0.5719 / -0.5936 Ha
* LUMO energy (spin up / spin down): -7.4 / -8.2 eV


ii | Below is an isolated ion of composition C2H5N2 and charge +1, with properties calculated with the ωB97M-V functional and the def2-TZVPD basis.

Geometry as ORCA input:
```
! RIJCOSX wB97M-V def2-TZVPD def2/J DEFGRID3
* xyz 1 1
C -0.352 -0.541 1.339
N 0.489 -0.216 -0.241
C 0.575 0.888 -0.897
N -0.218 0.094 -1.563
H -1.009 0.199 1.552
H -0.976 -1.359 1.265
H 0.438 -0.466 1.993
H 1.028 1.960 -0.996
H 0.025 -0.558 -2.453
*
```

Calculated values
* HOMO energy: -0.5819 Ha
* LUMO energy: -6.2 eV
* SMILES string: CN1C=[NH+]1


Tell me which of them is the most stable. Sure, it is ii.